No. 1
This record from the Open Molecules 2025 dataset describes a 3-piece molecular cluster, C19H35BF3IO8 overall at a distorted geometry. The level of theory is ωB97M-V with the def2-TZVPD basis set.

Element x y z (Å)
H -3.61293 7.22138 -4.86155
H -0.17169 4.31465 -0.68538
O -3.76921 6.27036 -3.06087
O 0.65965 -7.18192 5.22732
C 0.06663 -6.80401 6.36044
F 1.58808 -3.63877 -3.20551
H 3.90642 -0.75822 -3.59842
C 3.19670 -0.54711 -2.72894
H 2.60097 -1.91812 0.51453
H 0.63630 -7.05051 3.18759
H -3.79468 6.08924 0.77099
C -4.10504 6.43616 -1.77191
H 0.28903 3.53210 -3.09929
C 0.74740 -3.60292 0.69700
C 1.72072 0.91535 -4.24711
H 4.27271 -1.24919 -0.93487
O -3.92482 5.26912 -1.14254
O 0.58625 -7.53618 7.36933
F 0.28097 -4.96825 -1.91843
H 1.12604 3.92051 0.61462
H 3.56900 0.44176 -2.27121
H -6.23185 6.16321 0.06389
H -6.02273 5.16192 1.50664
C 2.08264 2.33173 -3.60602
O -4.51834 7.45741 -1.27675
H 2.60371 3.05550 -0.96950
F 2.55422 -4.82998 -1.53707
C 0.25264 -6.47483 4.03212
C -5.77452 5.24841 0.44693
H -3.52480 8.30305 -3.46292
H 0.46097 -4.45638 4.79756
C -4.27029 5.25475 0.24884
H 1.60388 -0.73213 -0.43159
B 1.02823 -2.88681 -0.78168
C 0.91446 4.43742 -0.38097
H 0.57768 -4.59097 3.03415
H 2.47168 4.52918 -2.08109
C 1.02988 2.87662 -2.53469
C 0.10948 -7.15237 8.65378
I -0.98350 -2.07991 -1.38333
H -6.22862 4.41524 -0.09428
H -0.83752 -6.46430 3.94809
H 3.73058 -2.62165 -1.99463
H 2.49717 0.66560 -5.04862
O 0.96626 -4.92919 0.96269
C 3.37648 -1.64547 -1.54400
H -0.98150 -7.17366 8.69492
H 0.48362 -6.15829 8.90855
H 0.43739 2.07562 -1.99518
C 1.39205 -4.06032 -1.85939
H -3.85171 4.33540 0.66273
C 1.68928 -0.29549 -3.16052
C -4.01771 7.41766 -3.86884
H 1.19239 5.53860 -0.26566
O -0.77296 -5.94548 6.47972
H -5.09335 7.58411 -3.95870
C 0.83461 -5.07864 3.97920
O 0.34565 -2.84947 1.65320
H 1.18866 -1.15975 -3.69282
C 2.15337 -1.73802 -0.52880
H 0.72752 1.03282 -4.79524
C 1.87312 3.76387 -1.47575
H 1.92298 -5.11299 4.07762
H 3.15728 2.34415 -3.21173
H 2.07834 3.08906 -4.47455
H 0.49697 -7.86614 9.38191
H 1.00774 0.06545 -2.33402

Atomic forces in eV per Å
0.03 -0.24 0.18
1.31 0.25 0.52
-0.03 0.10 0.28
-0.38 -0.40 1.14
0.34 0.29 -1.32
-0.02 -0.87 1.43
-1.17 0.12 0.88
-0.33 0.14 1.46
-0.69 0.18 -1.47
0.06 -0.09 0.26
-0.08 0.05 -0.22
-0.08 -0.40 0.18
0.78 -0.71 0.87
-0.26 -3.12 2.65
0.15 -0.01 0.31
-1.05 -0.67 -0.88
0.12 0.40 -0.31
-0.09 -0.08 0.27
2.43 0.98 -0.52
-0.65 0.76 -1.25
-0.53 -1.28 -0.69
0.13 0.00 0.10
0.07 -0.06 -0.05
-0.28 0.03 -0.95
0.18 -0.16 -0.20
-0.81 0.95 -0.64
-2.03 1.18 -1.02
0.07 0.90 -0.93
-0.22 0.18 -0.23
-0.16 -0.09 0.07
-0.11 -0.11 0.01
-0.24 -0.12 0.59
1.05 -1.22 -0.18
0.84 -1.09 1.31
1.05 -0.11 -0.09
0.17 -0.10 -0.14
-0.80 -0.92 0.94
1.16 0.59 0.03
-0.01 0.00 0.18
-0.66 0.43 -0.36
0.11 -0.07 0.14
0.09 -0.01 0.27
-0.81 0.92 0.65
-0.92 0.34 0.97
-0.44 3.91 -1.58
0.83 1.32 -0.10
0.09 0.16 -0.07
-0.20 0.00 -0.02
0.86 0.80 -0.64
-0.66 -1.25 -0.16
0.11 0.05 -0.34
0.41 1.35 -1.88
0.00 0.23 -0.29
-0.62 -1.37 -0.07
0.06 -0.45 0.42
0.09 0.11 0.11
-0.15 0.11 0.58
0.57 -0.45 -1.49
0.74 0.74 0.98
0.79 0.77 0.32
1.06 -0.27 0.79
-0.96 -0.51 -0.50
0.00 -0.10 -0.22
-1.57 -0.15 -0.28
0.12 -0.94 1.19
0.11 -0.06 -0.24
1.03 -0.86 -0.73

Charge ... -2
Multiplicity ... 1
Highest occupied orbital energy ... -0.57 eV
HOMO-LUMO gap ... 3.9 eV

***

No. 2
This record from the Open Molecules 2025 dataset describes C19H35Br21N4O4PS as an isolated structure at a distorted geometry. The level of theory is ωB97M-V with the def2-TZVPD basis set.

Element x y z (Å)
H -0.86819 0.57394 -3.50641
Br 0.72160 -5.77755 -4.26624
Br -2.22051 -9.29651 -2.30600
H -0.82682 -2.84247 -1.39723
O 2.20097 2.28846 2.71416
Br 7.27156 1.01161 6.06700
H -1.65128 7.37772 -5.63688
O 2.84486 -0.03873 -2.57651
H -5.31506 0.17418 1.63191
H 4.64665 1.50919 0.37854
C -4.98958 8.41775 -8.64266
N -0.67587 0.86185 -2.52501
Br 4.00650 -4.19448 6.72258
H -2.96083 -3.32307 2.01015
P -0.56553 2.62637 -2.44672
Br -1.57363 0.58523 5.40725
C 3.22476 2.53557 1.73513
Br -6.38086 9.62938 -9.23505
H -1.20573 3.24750 -3.58729
N -3.03829 -2.47088 2.59131
H -1.77842 -0.66406 2.80230
H -1.58628 -1.54358 -2.42319
C -2.15582 6.64385 -5.01197
H -1.86419 -1.87976 5.28212
H 0.37809 0.70721 1.23070
C 6.05265 0.99853 4.56105
C -1.64263 -1.19510 -0.13350
H -2.75345 -1.38398 -0.27716
O 2.69304 0.58853 0.17458
H 5.78499 -0.03706 4.37917
C -1.13076 -5.25767 -4.03350
C 3.73177 1.18725 0.99804
H -4.21883 0.31116 3.09336
Br 0.24770 -11.30597 -2.72394
C 0.89370 2.68418 2.25257
H 1.33888 2.04376 -0.44775
Br -1.86589 -1.58601 7.74820
Br 0.25749 -9.24024 -0.26612
Br 6.89844 1.65745 2.94370
Br -4.05969 6.91835 -5.23855
S -1.48469 3.30660 -0.84289
H 0.76883 3.13348 -2.41913
H 0.12221 -1.66069 1.17889
H 4.10838 0.47687 1.80678
C -0.31207 -9.56232 -2.09105
Br 4.40981 1.95194 4.95501
H -1.08551 1.59238 2.01349
C 4.94706 -3.45416 5.19940
Br -3.27727 9.31220 -8.48064
H 1.18697 -1.58036 -1.23310
H 4.14465 2.90205 2.31724
H -0.95329 -3.09003 0.83015
H 0.88222 3.24934 1.26899
H 3.11794 2.20662 -1.08988
C 2.25696 1.48976 -0.85108
N 0.38828 -1.01782 -1.57296
C 0.01385 1.33323 2.12110
C -0.94182 -1.70852 -1.51042
C -4.14541 -1.71384 2.03136
Br -1.71273 -5.47371 -2.19779
C -0.98009 -1.97530 1.08774
Br -1.46297 -3.46435 -4.68780
C -4.29793 -0.13824 2.04274
Br -4.87517 6.84449 -9.76913
C -1.26291 -1.25340 5.93746
Br -1.60239 4.89208 -5.63531
H 0.18468 -8.82239 -2.71472
H 2.98337 3.36699 0.99652
H -1.73000 -5.93394 -4.63950
H -3.49065 0.30639 1.37217
Br 6.82748 -3.17619 5.57509
C 0.55583 0.20930 -2.04817
Br -1.59237 6.96784 -3.18646
H -5.26576 8.07738 -7.64782
Br 4.09827 -1.83490 4.54974
H 4.88659 -4.18824 4.39942
H 0.34741 3.35238 3.00951
H -1.04427 -2.25458 3.27288
H 0.20423 0.74536 3.08341
H -1.45209 -0.06641 -0.11425
N 1.88582 0.81445 -2.11622
C -1.73239 -1.76631 2.49072
H 3.01496 -0.77929 -1.95317
O -5.08864 -2.37572 1.52974
Br 0.58903 -1.78236 5.68979

Atomic forces in eV per Å
0.12 -0.17 0.74
-0.34 0.14 0.09
0.30 -0.12 0.05
0.39 1.70 -0.43
-0.24 1.19 -1.83
-0.24 0.04 -0.34
-0.10 -0.21 0.08
0.56 -1.18 -0.40
1.43 -0.90 0.49
-1.31 -0.63 0.58
-0.11 0.00 0.02
3.17 0.44 -0.43
0.17 0.24 -0.32
-0.51 0.34 0.81
-1.71 2.10 1.69
0.05 -0.23 0.21
1.72 -0.50 0.39
0.31 -0.23 0.08
0.73 -1.18 0.18
0.00 2.35 -2.02
-0.24 -1.64 -0.68
1.06 0.13 1.07
-0.06 0.30 0.06
0.09 0.15 0.14
-0.56 0.89 1.26
0.12 0.14 0.27
0.53 -0.16 -1.14
1.32 0.16 0.47
0.31 0.19 -0.75
0.14 0.27 0.03
0.04 -0.18 0.04
0.50 1.79 0.91
0.18 -0.73 -1.43
-0.14 0.35 0.16
-1.97 -1.09 0.19
1.09 -0.50 -0.82
0.16 0.11 -0.38
-0.13 -0.06 -0.30
-0.09 -0.05 0.22
0.37 -0.16 0.13
0.64 -0.66 -0.64
-0.34 -0.82 -0.65
-1.57 -0.30 0.06
-0.94 0.60 -1.32
0.09 -0.01 -0.09
0.41 -0.28 -0.02
1.27 -0.40 0.09
0.15 -0.29 0.07
-0.26 -0.16 -0.04
-0.49 0.80 -0.27
-1.23 -0.52 -0.89
-0.20 1.34 0.44
0.31 -0.61 1.11
-1.30 -0.87 0.14
0.58 1.18 0.93
-0.11 0.82 -1.34
0.76 0.57 0.13
-1.29 -0.57 1.43
-2.93 -1.73 -0.96
0.13 0.09 -0.27
-0.24 0.39 -0.13
0.07 -0.23 0.00
0.50 0.11 0.39
0.01 0.30 0.19
-0.10 -0.19 0.15
-0.11 0.25 -0.03
-0.11 -0.16 0.15
-0.04 -1.09 0.87
0.10 0.17 0.13
-0.96 -0.39 0.98
-0.40 0.04 -0.07
-0.79 -1.77 0.12
-0.13 -0.16 -0.34
0.09 0.08 -0.24
-0.16 -0.35 0.13
0.00 0.19 0.17
1.15 -0.88 -0.84
-0.86 0.73 -1.15
-0.40 0.73 -1.40
-0.50 -1.51 0.33
-2.23 0.11 1.56
1.96 -0.29 0.74
0.05 0.73 0.07
2.65 1.73 1.21
-0.30 0.20 0.03

Charge ... +1
Multiplicity ... 1
Highest occupied orbital energy ... -11.64 eV
HOMO-LUMO gap ... 7.2 eV

***

No. 3
This record from the Open Molecules 2025 dataset describes a 3-piece molecular cluster, C19H36BrFO9S overall at a distorted geometry. The level of theory is ωB97M-V with the def2-TZVPD basis set.

Element x y z (Å)
C -5.43456 3.12644 -0.51283
O -2.68083 0.48935 -4.10837
C 1.69542 2.57602 -1.55678
H -3.99804 -3.72649 -0.22934
O -1.07453 -1.71382 0.16767
C 3.27761 -2.82167 -1.70603
H -0.39852 3.28920 1.42827
C -3.58955 -2.67327 -0.00114
H 1.26384 3.89257 0.93968
Br -2.33292 1.06977 1.35516
H -6.27003 3.90478 -0.58070
S -2.59106 1.55690 -3.06436
H -4.10283 -2.32204 0.95365
H -1.97222 4.00943 0.17001
H 3.14810 -1.22565 -3.15962
H 2.40455 1.85057 -1.03657
O -1.07244 2.05903 -2.54383
H 2.15816 3.60925 -1.75916
C -0.99301 -1.00971 -1.06647
C -2.29358 1.81363 -0.47742
H -5.18159 2.77892 -1.57752
H -3.92977 -2.02201 -0.89063
O -3.49096 2.64757 -3.63106
C 3.10137 -2.31805 -3.13010
H 0.33091 0.24247 -2.33743
H 2.79004 -2.20449 5.72391
O -1.52989 -3.96965 0.17687
H -4.25583 4.76842 0.40715
O 2.26364 -2.25935 -0.87528
H 3.46735 -2.17357 2.00844
H 1.49104 2.13091 -2.60400
F -5.92114 1.92230 0.17140
C -2.74196 3.36387 -0.40361
C 3.08633 -2.50951 2.97664
H 3.87530 -2.71908 -3.78951
C -4.15190 3.61856 0.30817
H 3.31618 -4.68582 -0.61160
H 4.24200 -2.48630 -1.31421
H 1.69391 -0.88362 3.18254
H 1.37378 1.97137 2.71261
H 1.57941 -0.93244 5.66752
H -2.80707 3.86010 -1.44700
C 0.53080 3.00163 0.83474
C -0.07951 0.29420 -1.25959
C 2.50508 -1.34061 3.75640
C -2.00379 -2.80220 0.10288
C 1.21974 1.76446 1.58967
H 0.84052 0.16403 -0.58523
O -1.63179 -1.43061 -2.05953
H -0.10088 3.80614 -1.13771
H 1.40445 -2.55009 -1.21181
H 2.12177 -2.60411 -3.52691
H 3.93127 -2.95454 3.51268
C 3.19961 -4.33875 -1.64178
H 2.22359 -4.69442 -1.98715
C 0.30298 2.79743 -0.73773
H 2.33406 -3.28399 2.80656
H 1.19799 -2.53736 5.00846
H 4.23258 -0.73906 4.44390
H 0.57194 0.80859 1.51946
C 1.98348 -1.78459 5.11410
O -3.16419 1.21467 -1.50299
C -0.82825 1.70632 -1.12098
H 2.22459 1.54215 1.09926
H 3.97667 -4.80035 -2.25657
H -4.24779 3.21058 1.36744
O 3.51036 -0.34443 3.93731

Atomic forces in eV per Å
0.51 -0.92 -0.12
1.77 1.51 4.13
-0.72 -0.13 -0.53
1.02 1.61 0.49
-0.60 0.87 -1.95
-0.46 -0.34 -0.43
1.03 -0.37 -1.14
-0.29 0.11 -0.77
-1.19 -1.33 -0.24
-0.36 -0.06 -1.40
1.10 -1.25 0.49
-3.63 1.20 -3.89
1.02 -0.22 -1.19
-1.10 -1.41 -0.80
0.08 -0.08 0.02
-0.86 1.24 -0.61
-2.78 -0.71 -0.63
-0.50 -1.68 0.64
-1.89 -0.88 -2.88
0.79 2.46 -1.33
-0.28 0.64 1.62
0.80 -0.74 1.58
3.30 -1.76 3.05
0.12 0.24 -0.10
-0.97 -0.07 1.81
-0.01 -0.08 -0.13
-1.45 5.11 -0.16
0.30 -1.79 -0.16
-0.01 0.37 0.24
-0.15 -0.02 0.04
0.19 0.77 1.69
0.36 1.73 -0.94
-0.22 0.92 0.71
-0.02 -0.02 -0.32
-0.08 0.04 0.01
-0.76 1.00 -0.48
0.05 0.06 -0.09
-0.19 0.09 0.13
0.18 0.14 0.03
-0.15 -0.16 -1.84
-0.02 -0.06 -0.09
0.18 -1.28 1.45
1.13 -0.03 0.60
0.41 -1.63 1.02
0.43 -0.51 0.34
0.33 -5.07 0.08
-0.30 -0.35 -0.16
-1.54 0.50 -0.74
2.14 1.13 3.46
0.45 -1.67 0.64
0.19 -0.13 0.09
0.07 -0.13 0.04
-0.12 0.00 0.12
0.15 -0.17 0.20
0.06 0.09 -0.10
-0.42 1.03 0.05
0.08 0.03 -0.02
0.07 0.02 0.04
-0.16 0.04 -0.10
1.03 1.57 0.11
-0.26 0.14 0.13
1.36 -0.37 -0.40
1.81 -0.20 -0.66
-1.24 0.21 0.88
-0.07 0.01 0.03
0.33 0.38 -1.48
-0.06 0.33 -0.11

Structure (SMILES) ... CC[C@@H](C)[C@]1(CC(=O)OC(C)=O)OS(=O)(=O)O[C@]1(Br)CCCF.CC(C)O.CC(C)O
Multiplicity ... 1
Highest occupied orbital energy ... -10.24 eV
HOMO-LUMO gap ... 10.0 eV

***

Record order is preserved below.
Energy: -53581.05586; -1525423.70657; -122304.63305 eV